This record from the OMol25 dataset describes a cluster of 2 separate species, C6H6N2O2 in total at a distorted geometry. The level of theory is wB97M-V/def2-TZVPD.

As for the orbital gap: 9.59 eV. The value obtained for the HOMO energy is -9.78 eV. The SMILES is O=c1cc[nH]c(=O)[nH]1.C#C. Its energy above the lowest of the compared OMol25 structures with the same formula, charge and spin is 424.1 kJ/mol. For the LUMO energy, the calculation gives -0.0068 Ha. Its total energy is -13390.2307 eV.

```
16
C6H6N2O2 (wB97M-V/def2-TZVPD)
O -2.32 -0.12 -1.08
C -1.32 -0.02 -0.32
C -0.99 -1.10 0.52
C 0.07 -0.92 1.38
N 0.72 0.32 1.36
C 0.39 1.47 0.90
O 0.85 2.51 1.19
N -0.45 1.18 -0.22
H -1.37 -2.10 0.62
H 0.45 -1.65 1.97
H 1.10 0.78 2.41
H -0.61 1.85 -0.90
C 1.42 -0.77 -1.92
C 0.32 -0.41 -2.07
H 2.44 -1.01 -1.63
H -0.70 -0.02 -2.22
```